This record from the OMol25 dataset describes C24H26BF6IrN8O7S3 as an isolated structure. The level of theory is ωB97M-V with the def2-TZVPD basis set.

Output
Energy relative to the best compared isomer or geometry (same formula, charge and spin) = 19.2 kcal/mol
E_HOMO = -9.1 eV
Maximum force = 0.77 eV/A
Kohn-Sham gap = 9.2030 eV

ORCA input file:
```
! RIJCOSX wB97M-V def2-TZVPD def2/J DEFGRID3
* xyz 0 1
Ir 0.017 -0.788 0.526
C -2.543 1.017 2.144
C -1.170 1.583 2.040
C -0.784 2.889 2.342
C 0.575 2.963 2.085
C 1.521 4.105 2.236
N 0.966 1.761 1.657
N -0.082 0.910 1.637
B 2.307 1.177 1.209
N 2.489 -0.187 1.898
N 1.635 -1.242 1.732
C 2.061 -2.228 2.526
C 1.403 -3.553 2.662
C 3.216 -1.811 3.194
C 3.453 -0.523 2.775
C 4.555 0.398 3.177
N 2.206 0.965 -0.303
N 1.471 -0.097 -0.747
C 1.792 -0.296 -2.040
C 1.461 -1.474 -2.890
C 2.687 0.704 -2.427
C 2.933 1.469 -1.309
C 3.852 2.630 -1.131
H -3.109 1.584 2.882
H -2.522 -0.021 2.453
H -3.056 1.082 1.185
H -1.417 3.672 2.724
H 1.007 4.954 2.678
H 1.921 4.413 1.269
H 2.363 3.837 2.874
H 3.217 1.893 1.491
H 0.581 -3.671 1.977
H 1.027 -3.686 3.677
H 2.120 -4.349 2.458
H 3.799 -2.384 3.893
H 5.203 -0.107 3.890
H 4.167 1.302 3.646
H 5.156 0.699 2.319
H 0.883 -2.218 -2.365
H 2.404 -1.926 -3.205
H 0.917 -1.165 -3.777
H 3.131 0.812 -3.402
H 4.406 2.802 -2.051
H 4.563 2.453 -0.325
H 3.295 3.537 -0.894
F -3.402 -1.726 -0.243
C -3.709 -2.433 0.832
F -4.443 -1.686 1.652
F -4.402 -3.505 0.474
S -2.196 -2.994 1.747
O -1.330 -1.807 1.884
O -2.699 -3.499 2.975
N -1.572 -4.139 0.874
S -0.613 -3.866 -0.345
O 0.627 -4.559 -0.260
O -0.587 -2.439 -0.708
C -1.533 -4.589 -1.775
F -0.720 -4.619 -2.820
F -2.596 -3.853 -2.050
F -1.911 -5.823 -1.471
O -3.402 -1.029 -4.459
S -2.286 -0.203 -4.104
O -1.224 -0.041 -5.060
N -1.656 -0.671 -2.666
C -1.794 0.256 -1.770
O -1.428 0.222 -0.548
C -2.506 1.494 -2.223
C -2.794 2.640 -1.505
C -3.453 3.671 -2.165
C -3.804 3.551 -3.508
C -3.503 2.399 -4.227
C -2.852 1.388 -3.553
H -2.503 2.723 -0.466
H -3.696 4.581 -1.633
H -4.317 4.368 -3.998
H -3.770 2.301 -5.271
*
```